DFT (the ωB97M-V functional and the def2-TZVPD basis) results for 8 unconnected molecules or ions with the total composition C20H40Cl4O18 at a distorted geometry.

Output
Kohn-Sham gap in eV: 11.07
HOMO level in eV: -10.5171
Molecular weight in g/mol: 710.334
E_tot in eV: -108332.9595
LUMO in eV: 0.56
Relative energy (zero: lowest compared OMol25 entry of this formula, charge and spin) in eV: 0.615
Maximum force in eV/Å: 1.9

XYZ file:
```
82
Properties=species:S:1:pos:R:3:forces:R:3
C -3.743478 6.025267 4.514655 -0.540 -0.540 0.667
O -2.868609 5.082606 3.896997 0.417 0.114 -0.935
C -2.659741 3.863959 4.406545 -0.075 0.899 0.965
O -1.815679 3.125274 4.007574 0.222 -0.411 -0.484
O -3.439757 3.664955 5.468519 -0.676 0.151 0.428
C -3.206813 2.500931 6.245197 0.907 -0.625 0.152
H -3.275733 6.460753 5.397423 0.110 0.031 -0.069
H -4.641364 5.500567 4.837228 -0.117 0.254 -0.044
H -4.004586 6.802202 3.804447 0.256 -0.124 -0.226
H -3.999334 2.351198 6.971167 -0.395 0.210 -0.397
H -2.292747 2.609196 6.834943 0.092 0.142 -0.208
H -3.068918 1.643418 5.589035 -0.203 -0.085 0.104
C 1.036345 -4.699215 -4.084574 -0.176 0.275 -0.450
O -0.039104 -3.896591 -4.606760 -0.070 -0.096 -0.375
C -0.167334 -2.640026 -4.212164 0.535 -0.628 0.277
O 0.544811 -2.094810 -3.406062 -0.025 0.450 0.245
O -1.194355 -2.126383 -4.858088 -0.763 0.085 0.047
C -1.643905 -0.831088 -4.458043 0.336 0.581 -0.529
H 1.942536 -4.126768 -3.895199 -0.198 0.175 0.143
H 1.251314 -5.376115 -4.907556 -0.027 -0.316 0.266
H 0.659858 -5.200484 -3.196689 0.281 -0.190 0.033
H -1.014893 -0.097712 -4.965456 0.093 0.143 0.269
H -1.632752 -0.673717 -3.382555 0.070 -0.182 0.001
H -2.644483 -0.691605 -4.857778 -0.085 -0.319 0.087
C 1.962171 -7.479273 1.837523 0.088 -0.882 -0.445
O 1.992089 -6.088414 1.585685 0.418 0.167 0.787
C 1.494179 -5.654403 0.444744 -0.418 0.865 -0.974
O 1.038254 -6.296421 -0.468750 0.219 -0.413 0.187
O 1.561607 -4.320319 0.454587 0.757 0.008 1.023
C 1.278823 -3.623518 -0.730387 -0.985 -0.095 -1.139
H 2.650740 -7.760971 2.631209 0.004 0.685 0.210
H 2.320238 -8.025855 0.963135 -0.401 -0.005 -0.117
H 0.959852 -7.790637 2.125765 -0.044 -0.071 -0.186
H 1.350045 -2.551414 -0.572000 0.183 -0.099 0.420
H 0.254395 -3.842091 -1.044472 0.055 0.038 -0.026
H 1.925111 -3.891553 -1.565583 0.145 -0.135 0.257
C -2.084155 3.691754 0.638608 -0.432 -1.510 -0.979
O -0.915509 3.152459 0.006040 1.280 0.434 0.581
C -0.964421 2.011616 -0.667775 -1.090 0.218 0.177
O -1.983407 1.458352 -1.026841 0.277 -0.125 0.007
O 0.273912 1.615838 -0.877637 0.645 0.118 0.268
C 0.518813 0.395592 -1.564387 -0.341 -0.600 0.103
H -2.632637 2.834348 1.031533 -0.302 0.275 0.014
H -2.633710 4.156996 -0.179262 -0.393 0.384 0.499
H -1.824140 4.328265 1.474626 0.371 0.212 -0.303
H 0.318064 0.522860 -2.624297 0.172 -0.153 -0.029
H -0.067249 -0.435688 -1.168238 -0.378 0.310 -0.087
H 1.545055 0.104159 -1.355023 0.161 0.457 -0.280
C 4.476476 -1.694276 -2.094680 -0.559 0.263 -0.542
O 4.441102 -2.975602 -1.482753 0.418 0.138 0.527
C 4.473576 -4.061244 -2.230635 -1.137 -0.506 -0.643
O 4.342430 -4.137598 -3.427377 0.455 0.443 -0.108
O 4.496065 -5.107058 -1.416631 -0.170 -0.354 1.187
C 4.470445 -6.402202 -1.998001 0.590 -0.497 -0.825
H 4.098552 -1.714160 -3.117514 0.255 -0.282 -0.051
H 5.489811 -1.300646 -2.060214 -0.048 0.049 0.033
H 3.772686 -1.066218 -1.550734 0.294 0.012 0.279
H 3.964005 -7.176615 -1.423675 -0.302 0.728 0.644
H 5.508422 -6.732745 -2.069698 -0.049 -0.018 -0.382
H 3.986507 -6.366872 -2.971658 0.227 0.016 -0.084
C 0.303017 5.885698 2.716462 -0.468 -0.405 0.566
O 1.468043 5.522632 1.987444 0.072 0.115 0.297
C 2.123901 6.564112 1.459032 -0.456 -1.138 0.109
O 1.729842 7.690039 1.460844 0.198 0.994 -0.086
O 3.225817 6.069937 0.927142 0.840 -0.356 -0.151
C 4.175012 6.986773 0.370933 -0.802 0.350 0.238
H -0.431474 6.349061 2.061206 0.008 0.140 0.106
H 0.527156 6.510734 3.582991 0.187 0.384 -0.349
H -0.105948 4.977225 3.157096 0.051 -0.198 -0.435
H 4.959436 6.390646 -0.079973 -0.073 -0.032 -0.073
H 4.576217 7.614674 1.166992 0.059 0.033 -0.098
H 3.636952 7.604316 -0.349179 0.386 0.089 -0.119
C -3.863635 -2.173377 -0.586476 -0.235 -0.467 -0.011
Cl -2.180412 -2.258380 -1.053703 0.619 0.042 -0.205
Cl -4.089312 -1.369173 0.961370 0.101 0.016 0.098
H -4.411366 -1.665548 -1.373361 -0.076 0.131 0.173
H -4.183237 -3.205638 -0.488934 -0.238 0.122 0.043
C -5.402447 1.568977 -0.236109 0.301 -0.097 0.108
Cl -6.627121 0.298036 -0.397897 -0.085 0.273 -0.404
Cl -5.301496 2.061584 1.468041 0.068 0.142 -0.128
H -4.434493 1.190553 -0.554968 -0.002 -0.153 0.234
H -5.633935 2.434877 -0.846974 -0.393 -0.051 0.119
```
Forces are in eV/Å.



DFT (the ωB97M-V functional and the def2-TZVPD basis) results for 3 unconnected molecules or ions with the total composition C20H40N2O3 at a distorted geometry.

Output
Kohn-Sham gap in eV: 10.61
HOMO level in eV: -9.9696
Molecular weight in g/mol: 356.551
E_tot in eV: -30501.8300
LUMO in eV: 0.64
Relative energy (zero: lowest compared OMol25 entry of this formula, charge and spin) in eV: 11.418
Maximum force in eV/Å: 12.5

XYZ file:
```
65
Properties=species:S:1:pos:R:3:forces:R:3
C 6.363094 -0.639404 -1.959357 0.521 0.156 0.427
O 5.315459 0.372107 -2.171114 1.512 0.503 -0.719
C 5.925087 1.657159 -2.612575 -0.201 0.484 0.211
C 4.783766 2.865655 -2.797799 -0.191 -1.143 0.522
C 3.314289 2.240483 -3.295049 0.729 0.924 0.196
C 3.404240 1.584411 -4.794803 0.960 0.118 -0.021
C 2.870722 0.038433 -4.911636 -0.119 0.215 -0.923
C 1.455443 -0.268602 -4.143770 -0.168 -1.342 -0.428
C 0.107032 0.189675 -4.955529 -0.384 0.245 0.972
C -0.441101 1.628067 -4.392000 -0.989 0.116 -0.480
C -1.639421 1.474917 -3.234509 -0.042 1.959 -0.464
C -1.004263 1.468480 -1.732576 0.209 0.686 0.452
C -1.922463 2.297461 -0.606946 -4.360 4.799 5.883
N -2.580525 2.996677 0.291913 6.239 -6.654 -8.600
C -0.619871 0.017723 -1.101080 -0.020 -1.198 1.389
C -1.384951 -1.279264 -1.735859 -6.048 -5.810 -3.004
N -2.171632 -2.230871 -2.191599 7.612 8.993 4.276
H 6.735449 -0.528523 -0.831874 -0.621 -0.472 -2.425
H 5.965008 -1.731126 -2.171366 0.546 2.425 0.541
H 7.255239 -0.433016 -2.687880 -1.522 -0.460 1.356
H 6.465189 1.466425 -3.634314 -0.761 0.393 1.956
H 6.672440 1.992248 -1.751023 -1.266 -0.588 -2.038
H 5.180865 3.687503 -3.538743 -0.714 -1.730 1.428
H 4.660397 3.337059 -1.732753 0.064 -0.736 -2.095
H 2.981287 1.506248 -2.447100 0.594 1.237 -1.845
H 2.567261 3.146149 -3.329153 1.333 -1.756 0.204
H 2.897268 2.319050 -5.586325 0.862 -1.753 1.783
H 4.560900 1.573661 -5.089521 -2.490 -0.013 0.534
H 2.673204 -0.161236 -6.071314 0.393 0.348 2.448
H 3.747197 -0.718606 -4.621617 -2.089 1.763 -0.233
H 1.388795 -1.454759 -4.033682 0.201 2.532 -0.138
H 1.375043 0.169375 -3.061890 0.456 -0.749 -2.090
H 0.252062 0.263683 -6.116174 -0.121 -0.333 2.274
H -0.736957 -0.610890 -4.691052 1.809 1.700 -0.869
H 0.421773 2.306746 -3.979121 -1.572 -1.376 -0.720
H -0.944194 2.242834 -5.282388 1.092 -1.396 1.898
H -2.404684 0.625410 -3.476393 1.712 1.348 0.691
H -2.256218 2.493536 -3.329736 1.287 -2.232 0.384
H 0.011863 2.092386 -1.794484 -2.331 -1.286 0.295
H 0.554031 -0.200594 -1.078075 -2.725 0.487 -0.444
H -0.930034 0.055337 0.051459 0.510 -0.329 -2.443
C -4.383408 0.119244 2.119064 -0.190 0.080 -0.353
C -3.093311 -0.681545 2.196604 -0.360 0.144 0.589
C -3.004236 -1.464395 3.496783 0.146 -0.182 -0.025
O -1.981093 0.204732 2.101791 0.376 0.079 -0.087
H -4.441472 0.848805 2.934582 0.033 -0.150 0.032
H -4.428194 0.687230 1.183629 0.014 -0.118 0.114
H -5.258482 -0.535863 2.173312 0.077 0.079 0.024
H -3.036323 -1.370867 1.347191 0.171 0.190 0.000
H -3.013347 -0.791039 4.361254 -0.098 -0.075 -0.121
H -2.065150 -2.026147 3.544139 -0.167 0.041 -0.027
H -3.837867 -2.167091 3.592413 0.087 0.072 0.044
H -2.023418 0.820562 2.852137 -0.009 -0.229 -0.379
C -3.092863 -1.900536 8.953588 -0.071 0.320 0.188
C -3.548017 -2.227184 7.540166 0.411 -0.468 0.323
C -3.962076 -3.684554 7.414144 -0.284 -0.134 -0.205
O -2.486522 -1.957216 6.628107 0.167 0.073 -0.133
H -2.222568 -2.504197 9.234441 -0.138 -0.085 -0.052
H -2.786211 -0.851578 9.026415 -0.119 -0.132 -0.031
H -3.892900 -2.082680 9.677900 0.118 0.009 -0.037
H -4.388478 -1.580608 7.265428 0.237 -0.004 -0.133
H -3.122615 -4.351587 7.640362 -0.042 0.115 0.118
H -4.275515 -3.908235 6.388761 -0.012 0.086 0.153
H -4.788237 -3.920291 8.092195 0.101 -0.025 -0.067
H -1.735784 -2.526967 6.864398 -0.355 0.239 -0.071
```
Forces are in eV/Å.



DFT (the ωB97M-V functional and the def2-TZVPD basis) results for a single C20H40N4O4S molecule at a distorted geometry.

Output
Kohn-Sham gap in eV: 9.47
HOMO level in eV: -8.7726
Molecular weight in g/mol: 432.631
E_tot in eV: -46375.1429
LUMO in eV: 0.70
Maximum force in eV/Å: 1.0

XYZ file:
```
69
Properties=species:S:1:pos:R:3:forces:R:3
C 2.022415 3.033525 2.104033 -0.082 0.222 -0.124
H 2.629528 3.472324 2.893121 0.079 0.010 0.061
H 2.673323 2.753167 1.279731 0.178 -0.012 0.088
C 0.956896 4.021764 1.642904 -0.119 -0.160 0.036
C 0.043008 4.412578 2.803002 0.169 0.061 -0.308
H -0.467078 3.534991 3.193099 -0.090 -0.120 0.091
H -0.706570 5.132903 2.482096 -0.127 0.088 0.029
H 0.623583 4.857582 3.607242 0.008 0.038 0.109
C 0.104371 3.427571 0.509899 -0.106 0.068 0.596
N 0.826161 3.063588 -0.690279 0.336 -0.987 0.106
S 1.499527 1.559719 -0.788351 -0.377 0.394 -0.676
O 0.902981 0.721861 0.216125 -0.155 0.156 0.163
O 2.929795 1.621053 -0.834392 0.107 -0.050 -0.188
N 0.998428 1.131735 -2.329729 0.508 0.341 0.776
C 1.807345 0.095943 -2.943779 0.557 -0.401 0.091
C 1.543903 -1.261620 -2.297075 -0.061 0.127 -0.277
H 1.856666 -1.194318 -1.253792 0.080 -0.131 -0.027
C 0.054369 -1.614320 -2.393360 -0.037 -0.126 0.169
C -0.243226 -2.920208 -1.655099 0.142 0.499 -0.421
O -0.697612 -3.896792 -2.212992 -0.210 -0.344 -0.204
N 0.062119 -2.890721 -0.340762 0.144 0.134 0.553
H 0.380528 -2.028321 0.075332 0.017 -0.004 -0.147
C -0.209946 -3.991484 0.550792 -0.226 -0.132 0.129
H -0.463043 -4.855123 -0.067001 0.074 0.071 0.129
H 0.690794 -4.213277 1.129112 -0.049 -0.066 -0.050
C -1.389386 -3.673421 1.478890 0.157 -0.172 -0.190
N -1.763592 -4.827664 2.273100 -0.026 0.100 0.013
C -0.880987 -5.047759 3.406151 -0.083 -0.321 0.131
C -1.278481 -6.348449 4.104416 0.362 0.153 -0.053
O -2.615713 -6.311041 4.542210 -0.028 0.034 0.164
C -3.478197 -6.075224 3.454632 -0.233 0.253 -0.228
C -3.136744 -4.765007 2.744785 -0.063 -0.309 0.150
H -3.800657 -4.635444 1.888032 -0.024 0.027 0.025
H -3.288633 -3.924298 3.445720 -0.023 -0.019 -0.051
H -4.488601 -6.040527 3.865649 0.032 -0.013 -0.091
H -3.402121 -6.901624 2.732529 -0.048 0.057 0.039
H -0.668464 -6.511416 4.994615 0.021 -0.010 -0.096
H -1.138764 -7.185260 3.403852 0.030 0.048 0.067
H 0.147347 -5.132713 3.054272 0.040 0.011 0.063
H -0.942271 -4.213947 4.129708 0.038 -0.024 -0.048
H -1.141064 -2.799864 2.109141 -0.083 0.004 -0.023
H -2.242053 -3.404644 0.850259 0.043 0.046 0.017
C -0.823329 -0.483082 -1.841658 0.024 0.062 -0.166
C -0.421574 0.867489 -2.437230 -0.585 -0.060 0.246
H -0.931716 1.677842 -1.914551 -0.199 -0.005 -0.170
H -0.682069 0.910482 -3.499834 0.019 0.083 0.046
H -0.713079 -0.417588 -0.759864 -0.162 -0.051 -0.117
H -1.871075 -0.685450 -2.072024 -0.024 -0.002 0.023
H -0.198685 -1.780506 -3.446368 0.006 -0.096 0.121
H 2.137917 -2.033654 -2.788632 0.041 -0.031 0.057
H 2.848206 0.391138 -2.811634 -0.014 -0.134 -0.233
H 1.568647 0.074860 -4.011562 0.005 0.064 0.042
C 1.532193 4.086888 -1.437418 0.219 0.075 -0.822
H 2.584130 3.793319 -1.495831 0.005 0.297 0.017
C 0.974034 4.264868 -2.855760 0.013 0.354 0.047
C 1.875384 5.212254 -3.643691 -0.142 -0.283 0.129
H 1.908622 6.190840 -3.168802 0.029 0.171 0.037
H 2.888128 4.821080 -3.696835 0.167 0.010 -0.046
H 1.500688 5.336612 -4.656666 0.001 0.063 -0.114
C -0.456451 4.795265 -2.814753 0.258 -0.233 -0.037
H -0.856059 4.889066 -3.821819 -0.102 0.028 -0.081
H -0.485346 5.775672 -2.342696 -0.041 0.158 0.069
H -1.095840 4.119717 -2.253271 -0.183 -0.048 0.078
H 0.976430 3.283929 -3.337301 0.026 0.112 0.023
H 1.464620 5.034990 -0.900515 0.009 -0.041 0.071
H -0.362652 2.506840 0.862734 -0.189 0.178 0.140
H -0.681198 4.137882 0.230455 0.011 -0.081 -0.033
H 1.453991 4.926324 1.275132 -0.031 -0.008 -0.006
H 1.556200 2.127106 2.482561 -0.031 -0.124 0.087
```
Forces are in eV/Å.